Molecular formula: C23H14BrN3O5Re
Method: DFT, ωB97M-V with the def2-TZVPD basis set

Output
Largest force on an atom   0.005 hartree/bohr
HOMO (alpha / beta)   -14.6 / -14.6 eV
⟨S²⟩   0.76
Net charge   +2
Spin multiplicity   2
LUMO energy (alpha / beta)   -8.032 / -8.211 eV
Energy relative to the best compared isomer or geometry (same formula, charge and spin)   89.4 kJ/mol
Electronic energy   -4076.981934 a.u.

Last column: Löwdin spin population.
CARTESIAN COORDINATES (ANGSTROEM)
Re: 1.198 -0.125 1.342  0.805
Br: 2.060 7.176 2.126  -0.002
C: 2.051 5.303 2.158  -0.002
C: 3.173 4.609 2.633  0.010
C: 3.189 3.227 2.675  -0.002
C: 2.090 2.522 2.225  0.018
O: 2.112 1.163 2.313  0.071
C: 0.955 3.196 1.737  0.003
C: -0.221 2.512 1.351  0.018
N: -0.332 1.216 1.191  0.004
C: -1.616 0.607 1.006  0.007
C: -2.753 1.169 0.493  -0.004
C: -3.946 0.413 0.456  0.001
C: -3.991 -0.870 0.933  -0.003
C: -2.818 -1.473 1.448  0.001
C: -2.743 -2.780 1.977  -0.001
C: -1.548 -3.267 2.458  0.001
C: -0.408 -2.472 2.393  0.002
N: -0.437 -1.235 1.887  0.000
C: -1.638 -0.721 1.447  0.003
C: 0.947 4.608 1.730  0.010
H: 4.032 5.166 2.981  0.000
H: 4.045 2.690 3.060  0.000
H: -1.120 3.109 1.228  0.000
H: -2.759 2.181 0.110  0.000
H: -4.838 0.869 0.049  0.000
H: -4.915 -1.432 0.917  0.000
H: -3.635 -3.395 2.008  0.000
H: -1.472 -4.259 2.878  0.000
H: 0.553 -2.831 2.740  0.001
H: 0.072 5.139 1.377  0.000
O: 3.818 -0.691 -1.425  0.005
C: 2.712 -1.040 -1.384  0.009
O: 2.069 -0.931 0.035  0.037
C: 1.758 -1.550 -2.362  0.002
C: 0.478 -1.995 -2.032  0.001
C: -0.361 -2.453 -3.028  0.000
C: 0.104 -2.455 -4.331  0.000
C: 1.369 -2.032 -4.684  0.000
C: 2.210 -1.574 -3.684  0.001
N: -0.813 -2.939 -5.398  0.000
O: -0.382 -2.946 -6.526  0.000
O: -1.920 -3.287 -5.046  0.000
H: 0.140 -2.011 -1.006  0.002
H: -1.357 -2.814 -2.821  0.000
H: 1.680 -2.063 -5.718  0.000
H: 3.209 -1.234 -3.919  0.000